# 1
{
  "formula": "C24H16I3N3O3ReS3",
  "method": "the ωB97M-V functional and the def2-TZVPD basis",
  "de_lowest_ev": 1.007,
  "multiplicity": 2,
  "orbital_gap_ev": [6.2822, 6.4808],
  "lumo_ev": [-1.5136, -1.4311],
  "elements": ["Re", "C", "C", "N", "C", "C", "C", "O", "C", "C", "N", "C", "C", "C", "C", "C", "C", "I", "C", "O", "H", "H", "H", "H", "H", "H", "H", "H", "H", "H", "H", "H", "I", "C", "C", "C", "I", "C", "C", "C", "C", "N", "C", "C", "O", "H", "H", "H", "H", "S", "C", "S", "S"],
  "positions_angstrom": [[-0.2670, 1.1454, -1.4223], [-4.2156, -0.0616, -3.0780], [-4.0200, -0.4660, -1.6478], [-4.8245, -1.3576, -1.1032], [-4.5976, -1.7358, 0.1711], [-3.5809, -1.2515, 0.9541], [-3.3960, -1.7901, 2.3467], [-3.4488, -0.7847, 3.3582], [-2.7173, -0.2944, 0.3808], [-1.6008, 0.2228, 1.1695], [-0.6159, 0.9086, 0.7200], [0.5028, 1.0276, 1.6172], [1.0981, -0.1549, 2.0445], [2.2154, -0.1325, 2.8650], [2.7477, 1.0814, 3.2679], [2.1564, 2.2666, 2.8519], [1.0377, 2.2459, 2.0279], [0.1423, 4.0602, 1.5757], [-2.9426, 0.0781, -0.9216], [-2.1622, 0.9694, -1.5754], [-5.0818, -0.5783, -3.4838], [-3.3308, -0.3095, -3.6666], [-4.3526, 1.0167, -3.1657], [-5.2750, -2.4829, 0.5710], [-2.4183, -2.2615, 2.4513], [-4.1471, -2.5621, 2.5259], [-4.3327, -0.4019, 3.3556], [-1.6128, -0.0080, 2.2329], [0.6986, -1.0972, 1.6841], [2.6683, -1.0639, 3.1792], [3.6139, 1.1131, 3.9155], [2.5589, 3.2177, 3.1732], [0.0314, -4.0873, -0.7089], [1.5372, -2.6693, -0.7764], [2.8835, -3.0379, -0.5715], [3.8887, -2.1085, -0.5666], [5.8444, -2.7454, -0.2539], [3.5830, -0.7362, -0.7524], [4.5093, 0.3327, -0.7648], [4.0766, 1.6159, -0.9278], [2.7083, 1.8755, -1.0924], [1.8184, 0.8986, -1.1019], [2.2360, -0.3993, -0.9448], [1.1877, -1.3544, -0.9890], [-0.0233, -0.9079, -1.1935], [3.1188, -4.0817, -0.4148], [5.5637, 0.1203, -0.6416], [4.7694, 2.4456, -0.9360], [2.3252, 2.8779, -1.2180], [-0.3170, 3.9378, -4.9838], [-0.1486, 2.9205, -3.7473], [-0.1247, 3.3642, -2.0194], [0.0323, 1.1798, -3.7699]],
  "forces_ev_per_angstrom": [[-0.7, 0.5, -0.2], [-0.1, 0.0, 0.1], [-0.2, -0.2, -0.2], [0.1, 0.0, 0.2], [-0.2, 0.0, -0.3], [0.0, 0.0, 0.0], [0.0, 0.1, 0.1], [0.0, -0.1, 0.0], [0.3, 0.0, 0.7], [-0.4, -0.1, 0.2], [0.4, 0.2, 0.0], [-0.2, 0.1, 0.0], [0.1, -0.1, 0.0], [0.0, 0.0, 0.0], [0.0, 0.1, 0.0], [0.0, -0.1, 0.0], [0.0, -0.1, 0.1], [-0.1, 0.1, -0.2], [0.4, 0.9, -0.7], [-0.3, -0.9, 0.2], [0.0, 0.0, 0.0], [0.0, 0.0, 0.0], [0.0, 0.0, 0.0], [0.0, 0.0, 0.0], [0.0, 0.0, 0.0], [0.0, 0.0, 0.0], [0.0, 0.0, 0.0], [0.0, -0.1, -0.1], [0.0, 0.0, 0.1], [0.0, 0.0, 0.0], [0.0, 0.0, 0.0], [0.0, 0.0, 0.0], [-0.1, -0.1, 0.0], [0.2, -0.2, 0.1], [-0.2, 0.0, 0.0], [-0.1, 0.0, 0.0], [0.1, 0.0, 0.0], [0.1, 0.0, 0.0], [0.1, -0.1, 0.1], [-0.1, 0.1, 0.0], [0.1, -0.2, 0.1], [0.4, 0.0, -0.2], [0.0, 0.4, -0.1], [-0.3, 0.1, 0.0], [0.5, -0.1, -0.2], [0.0, 0.0, 0.0], [0.0, 0.0, 0.0], [0.0, 0.0, 0.0], [0.0, 0.0, 0.0], [0.0, 0.1, -0.1], [0.2, -0.2, 0.0], [0.1, -0.4, 0.3], [-0.1, 0.1, 0.1]]
}

=====

# 2
{
  "formula": "C24H17Br4N3O3S3Zn",
  "method": "the ωB97M-V functional and the def2-TZVPD basis",
  "de_lowest_ev": 0.000,
  "orbital_gap_ev": 6.3277,
  "lumo_ev": 3.7716,
  "charge": -2,
  "elements": ["Zn", "S", "C", "S", "C", "C", "N", "C", "N", "Br", "C", "C", "Br", "C", "Br", "C", "O", "C", "O", "C", "Br", "C", "C", "C", "C", "C", "C", "C", "S", "C", "O", "H", "H", "H", "H", "H", "H", "H", "H", "H", "H", "N", "C", "C", "C", "C", "C", "C", "H", "H", "H", "H", "H", "H", "H"],
  "positions_angstrom": [[1.9705, 0.0948, 0.6746], [1.2311, -0.9299, 2.6989], [2.6857, -1.8608, 2.4835], [3.6614, -1.4980, 1.1040], [3.0264, -2.8658, 3.3811], [2.2242, -3.1691, 4.5169], [1.6020, -3.4442, 5.4493], [4.2082, -3.6451, 3.2306], [5.1517, -4.3036, 3.1405], [0.4936, 5.8761, -2.7610], [0.4690, 4.0930, -2.1120], [-0.4478, 3.1805, -2.5923], [-1.7756, 3.7070, -3.8379], [-0.4030, 1.8502, -2.1413], [-1.6306, 0.5437, -2.7528], [0.5371, 1.4180, -1.2146], [0.6031, 0.1948, -0.7718], [1.4643, 2.3836, -0.6705], [2.2891, 1.9869, 0.2549], [1.4092, 3.6879, -1.1478], [2.6275, 4.9113, -0.3696], [-1.5798, 5.5002, 0.6381], [-1.8380, 4.0207, 0.7260], [-0.9355, 3.1824, 1.3788], [-1.1449, 1.8145, 1.4272], [-2.2707, 1.2728, 0.8206], [-3.1757, 2.0841, 0.1620], [-2.9561, 3.4547, 0.1232], [-2.5215, -0.5028, 0.7427], [-2.5640, -0.7791, 2.5233], [-3.9219, -0.7162, 0.2679], [-1.0520, 5.8588, 1.5227], [-2.5127, 6.0573, 0.5380], [-0.9588, 5.7299, -0.2299], [-0.0426, 3.5983, 1.8319], [-0.4164, 1.1796, 1.9166], [-4.0332, 1.6306, -0.3171], [-3.6558, 4.0938, -0.4044], [-3.3750, -0.1820, 2.9386], [-1.6024, -0.5206, 2.9623], [-2.7485, -1.8421, 2.6678], [0.4902, -2.7218, -0.2642], [0.7012, -3.5387, -1.3302], [0.4103, -3.1020, -2.6331], [0.6207, -3.9371, -3.7144], [1.1298, -5.2217, -3.5479], [1.4320, -5.6511, -2.2611], [1.2247, -4.8307, -1.1661], [0.7511, -2.9957, 0.6651], [0.1106, -1.7964, -0.3918], [0.0330, -2.0956, -2.7726], [0.3878, -3.5727, -4.7088], [1.2962, -5.8676, -4.4007], [1.8428, -6.6423, -2.1041], [1.4781, -5.1729, -0.1692]],
  "forces_ev_per_angstrom": [[0.1, -0.1, -0.1], [0.1, 0.0, 0.0], [0.0, 0.0, 0.0], [-0.1, 0.0, 0.1], [0.0, 0.0, 0.0], [0.0, 0.0, 0.0], [0.0, 0.0, 0.0], [0.0, 0.0, 0.0], [0.0, 0.0, 0.0], [0.0, 0.0, 0.0], [0.0, 0.0, 0.0], [0.0, 0.0, 0.0], [0.0, 0.0, 0.0], [0.0, 0.0, 0.0], [0.0, 0.0, 0.0], [0.0, 0.1, -0.1], [0.0, 0.0, 0.1], [0.0, 0.0, 0.0], [0.0, 0.0, 0.0], [0.0, 0.0, 0.0], [0.0, 0.0, 0.0], [0.0, 0.0, 0.0], [0.0, 0.0, 0.0], [-0.1, 0.0, 0.0], [0.0, 0.0, 0.0], [0.1, 0.0, 0.0], [0.0, 0.0, 0.0], [0.0, 0.0, 0.0], [0.0, 0.0, 0.0], [0.0, 0.0, 0.0], [0.0, 0.0, 0.0], [0.0, 0.0, 0.0], [0.0, 0.0, 0.0], [0.0, 0.0, 0.0], [0.0, 0.0, 0.0], [0.0, 0.0, 0.0], [0.0, 0.0, 0.0], [0.0, 0.0, 0.0], [0.0, 0.0, 0.0], [0.0, 0.0, 0.0], [0.0, 0.0, 0.0], [-0.3, -0.1, 0.0], [0.1, 0.0, 0.0], [0.0, 0.0, 0.0], [0.0, 0.0, 0.0], [0.0, 0.0, 0.0], [0.0, 0.0, 0.0], [0.0, 0.0, 0.0], [0.0, 0.0, 0.0], [0.1, 0.1, -0.1], [0.0, 0.0, 0.0], [0.0, 0.0, 0.0], [0.0, 0.0, 0.0], [0.0, 0.0, 0.0], [0.0, 0.0, 0.0]]
}

=====

# 3
{
  "formula": "C24H17ClCoN8O3",
  "method": "the ωB97M-V functional and the def2-TZVPD basis",
  "de_lowest_ev": 0.397,
  "multiplicity": 5,
  "orbital_gap_ev": [7.8112, 6.0357],
  "lumo_ev": [-3.6408, -5.6815],
  "charge": 1,
  "elements": ["Co", "Cl", "C", "C", "C", "C", "O", "C", "C", "N", "C", "C", "C", "C", "C", "C", "C", "C", "N", "C", "C", "H", "H", "H", "H", "H", "H", "H", "H", "H", "H", "C", "N", "C", "C", "C", "N", "C", "O", "N", "H", "H", "H", "H", "H", "H", "H", "O", "N", "C", "C", "N", "C", "N"],
  "positions_angstrom": [[11.7453, 11.3814, 6.5773], [17.3443, 16.1531, 5.2544], [16.3648, 14.8476, 5.6792], [16.8778, 13.6258, 6.1611], [16.0317, 12.5870, 6.3671], [14.6022, 12.6535, 6.3154], [13.8957, 11.7283, 6.7438], [14.0785, 13.9663, 5.8043], [12.6893, 14.3169, 5.5688], [11.6954, 13.5844, 5.9051], [10.3732, 14.0021, 5.8772], [9.9224, 15.2684, 6.1130], [8.5457, 15.5287, 6.1726], [7.6142, 14.5446, 5.8908], [8.0445, 13.2481, 5.6892], [7.1807, 12.1764, 5.4137], [7.6943, 10.9398, 5.2219], [9.1005, 10.6975, 5.2948], [9.9269, 11.6711, 5.5446], [9.4369, 12.9480, 5.6656], [14.9725, 14.9740, 5.4847], [17.9357, 13.5403, 6.3432], [16.4151, 11.6667, 6.7644], [12.5084, 15.2770, 5.0487], [10.5869, 15.9930, 6.5015], [8.2099, 16.5346, 6.4607], [6.5609, 14.8003, 5.8840], [6.1125, 12.2720, 5.3926], [7.0121, 10.1410, 5.0494], [9.4857, 9.7013, 5.2579], [14.6326, 15.9196, 5.0518], [11.3031, 14.5942, 11.0680], [11.0501, 13.2679, 10.4806], [10.4161, 12.2932, 11.1314], [10.1099, 11.0950, 10.5542], [10.4543, 10.9064, 9.1991], [11.1594, 11.8225, 8.5433], [11.5052, 13.0332, 9.1314], [12.2093, 13.8582, 8.5846], [10.0560, 9.8326, 8.5700], [10.8368, 14.5683, 12.0381], [10.8578, 15.3372, 10.4425], [12.3938, 14.7924, 11.0375], [10.2724, 12.4499, 12.2111], [9.5633, 10.3597, 11.0865], [9.5875, 9.0309, 8.9931], [10.5823, 9.5398, 7.7049], [11.7283, 9.4035, 6.2678], [12.7626, 8.9084, 5.5829], [12.5628, 7.8031, 4.9545], [13.7666, 7.2881, 4.2772], [14.7872, 6.9210, 3.9401], [11.2849, 7.0797, 4.8845], [10.3727, 6.4196, 5.0776]],
  "forces_ev_per_angstrom": [[0.9, 0.6, -0.2], [0.4, 0.1, 0.1], [-0.9, -0.5, -0.1], [0.0, 0.5, -0.3], [0.5, -0.6, 0.9], [-0.8, 1.9, -0.3], [-0.6, -0.2, -0.5], [0.5, 0.0, -0.4], [-1.0, -0.1, -0.1], [1.1, -0.5, 0.4], [-0.3, -0.9, -0.7], [-0.7, -0.4, 0.7], [-0.7, 0.3, -0.2], [0.3, 1.8, 0.6], [1.0, -0.9, -0.9], [0.1, -0.5, 0.2], [0.7, -0.4, -0.2], [-1.6, 0.5, 0.4], [0.3, 0.5, 0.0], [-0.4, 0.5, 0.4], [0.1, -0.1, -0.1], [0.2, -0.1, 0.0], [0.2, -0.4, 0.0], [0.1, -0.3, 0.4], [0.8, 0.8, -0.1], [0.2, -0.5, -0.3], [0.0, -0.2, 0.0], [-0.3, 0.4, 0.0], [-0.1, -0.7, -0.2], [0.3, -0.5, -0.1], [-0.1, -0.4, 0.3], [1.0, -0.9, -0.6], [0.5, 0.2, -1.8], [0.0, -1.0, 0.9], [0.0, 1.2, 0.3], [-0.2, 0.9, 1.4], [0.4, 0.7, -0.4], [0.2, -0.3, 0.8], [-0.4, 0.0, 0.3], [0.4, -2.6, -2.5], [0.2, 0.3, 0.4], [-0.5, 0.5, -0.3], [-0.7, -0.2, 0.5], [-0.3, 0.1, -0.6], [-0.2, -0.5, 0.4], [0.3, 0.8, 0.3], [-0.7, 0.3, 1.0], [0.0, 0.1, -0.3], [-0.4, 0.2, 0.4], [0.2, -0.3, -1.0], [-2.3, 0.7, 1.4], [1.3, -0.5, -0.8], [1.9, 0.7, 0.8], [-0.9, -0.3, -0.2]]
}

=====

# 4
{
  "formula": "C24H17ClN5NaO7",
  "method": "the ωB97M-V functional and the def2-TZVPD basis",
  "de_lowest_ev": 0.565,
  "orbital_gap_ev": 5.9731,
  "lumo_ev": 3.9128,
  "charge": -2,
  "elements": ["Na", "O", "C", "N", "C", "C", "C", "C", "C", "C", "N", "C", "C", "C", "C", "C", "N", "H", "H", "H", "H", "H", "H", "H", "H", "H", "H", "Cl", "C", "C", "C", "C", "O", "C", "C", "O", "C", "H", "H", "H", "H", "O", "C", "O", "C", "C", "N", "N", "C", "C", "O", "O", "H", "H", "H"],
  "positions_angstrom": [[0.5710, -0.0302, 1.0094], [-3.0994, -2.3903, 0.1955], [-2.0240, -1.8389, 0.5855], [-1.7513, -0.5773, 0.6972], [-2.4740, 0.3322, -0.1047], [-1.7195, 0.7415, -1.3922], [-2.4392, 1.3418, -2.4446], [-1.8464, 1.6493, -3.6379], [-0.4904, 1.4508, -3.6809], [0.2127, 0.9949, -2.5876], [-0.4160, 0.5901, -1.4478], [-1.0843, -2.7931, 1.2105], [-1.4907, -4.0794, 1.5506], [-0.5666, -4.9190, 2.2405], [0.7264, -4.4782, 2.3303], [1.0639, -3.1877, 1.9856], [0.1487, -2.3282, 1.5456], [-2.6619, 1.1889, 0.5359], [-3.4196, -0.1503, -0.4385], [-3.5041, 1.4577, -2.3101], [-2.3992, 2.0657, -4.5041], [0.0314, 1.4377, -4.6297], [1.2773, 0.8484, -2.5905], [-2.4706, -4.3269, 1.3718], [-0.8823, -5.9469, 2.5246], [1.4770, -5.1970, 2.7651], [2.0480, -2.7472, 2.1232], [-2.7062, 6.1659, 4.1879], [-1.9299, 5.0421, 3.2099], [-1.6014, 5.2859, 1.8895], [-0.8956, 4.3890, 1.1371], [-0.5122, 3.1201, 1.6576], [0.1707, 2.2921, 0.9757], [-0.8760, 2.8134, 3.0567], [-0.4329, 1.5930, 3.7382], [0.2794, 0.7075, 3.2952], [-1.6336, 3.7758, 3.7554], [-1.9164, 6.2762, 1.5449], [-0.5324, 4.6653, 0.1217], [-0.8742, 1.4421, 4.7430], [-1.8372, 3.5716, 4.7861], [4.9463, -0.4285, -3.4561], [4.1612, -1.4251, -3.7317], [4.2891, -2.1087, -4.7245], [3.0532, -1.8013, -2.8091], [2.1214, -2.8148, -2.8749], [1.3208, -2.7460, -1.7419], [1.7341, -1.7548, -0.9007], [2.8164, -1.1948, -1.4577], [3.4383, -0.0454, -0.7139], [4.4549, 0.4826, -1.3198], [2.8594, 0.3412, 0.3422], [4.8258, 0.1601, -2.4928], [1.9086, -3.5643, -3.6697], [0.5515, -3.3486, -1.4506]],
  "forces_ev_per_angstrom": [[0.1, 0.5, -0.3], [0.1, 0.0, -0.8], [-2.3, 0.0, 0.5], [1.9, -0.3, -0.2], [-0.7, -0.7, -0.7], [-0.6, 0.7, 0.6], [-0.9, -0.4, 0.5], [-0.6, 0.4, -0.1], [1.5, -0.5, -1.1], [-1.3, -0.8, 1.2], [1.0, 0.4, -0.8], [1.8, 0.0, 1.4], [2.9, 0.0, 1.4], [-1.9, 0.1, -1.7], [1.6, -1.9, 1.3], [-0.7, 1.0, 0.1], [-0.3, -0.8, -0.7], [-0.3, 0.6, -0.4], [0.1, 0.6, 0.1], [-0.2, 0.1, 0.0], [0.3, -0.4, 0.7], [0.2, 0.6, -0.1], [0.3, 0.0, -0.2], [-2.1, -0.7, -0.5], [0.4, 0.9, 0.0], [-0.6, 1.0, -0.5], [0.1, -0.3, 0.0], [-1.0, 1.5, 0.9], [0.6, -3.5, 0.4], [0.0, 1.1, -0.3], [0.0, 0.8, -0.9], [1.5, -2.3, 0.1], [-0.9, 1.2, 0.5], [-0.4, 0.9, -0.7], [-0.4, -0.1, -0.8], [0.0, 0.3, 0.3], [1.0, 0.5, -0.7], [0.3, -0.3, -0.4], [-0.5, -0.4, 0.8], [0.0, 0.3, 0.3], [-0.4, 0.0, 0.6], [0.3, 0.4, -0.4], [-0.2, -0.1, 0.4], [0.3, -0.6, -1.2], [0.0, 1.1, 3.1], [-1.0, -0.3, -0.1], [1.5, 0.9, -0.4], [0.8, -0.6, -0.8], [-1.9, -1.6, -1.4], [-0.7, 1.2, 0.5], [-0.5, 0.6, 1.7], [1.9, -0.7, -2.1], [-1.1, -1.4, 0.1], [0.3, 0.8, 0.8], [0.4, 0.5, -0.3]]
}